No. 1
Here is 2 unconnected molecules or ions with the total composition C9H14 from OMol25. Energies are from ωB97M-V with the def2-TZVPD basis set.

Last column: Löwdin charge in e.
Cartesian coordinates (Å):
C 2.344056 -1.393057 0.312776  -0.19
C 2.096747 -0.404614 1.427825  -0.16
H 2.334737 -2.420643 0.563985  0.02
H 1.688752 -1.274071 -0.597459  0.04
H 3.276579 -1.367628 -0.455640  0.09
H 1.729037 -0.770741 2.275818  0.01
H 3.115906 -0.107866 1.735132  0.06
H 1.489743 0.426777 1.238031  0.04
C -1.307645 2.637429 -0.301361  -0.16
C -1.438038 0.480581 0.736360  -0.15
C -1.152809 1.252192 -0.409653  -0.42
C -1.435596 -0.898272 0.682924  -0.16
C -1.215798 -1.614983 -0.514035  -0.18
C -0.807490 0.595426 -1.598747  -0.09
C -0.759614 -0.841415 -1.609021  -0.19
H -1.726492 0.971877 1.697790  0.07
H -1.725885 -1.582897 1.380315  0.04
H -2.404857 2.901458 -0.182742  0.09
H -0.924283 3.182738 -1.136061  0.05
H -1.453038 -2.541540 -0.735366  0.01
H -0.537730 1.079217 -2.446178  0.04
H -0.513204 -1.371418 -2.562174  0.06
H -0.673086 3.061450 0.497474  0.06

Cartesian forces (eV/Å) of the 6 atoms listed first:
0.5698 0.2559 -4.6285
4.0710 0.6088 -2.3965
-0.3261 -1.0378 0.6385
-0.5805 -0.1658 1.4501
-0.8499 0.7185 2.5886
-1.8225 -2.3137 3.2477

## Properties
- spin multiplicity = 2
- relative energy (zero: lowest compared OMol25 entry of this formula, charge and spin) (kcal/mol) = 49.7
- Kohn-Sham gap (spin up / spin down) (eV) = 3.10 / 7.32
- total charge = -1
- LUMO energy (spin up / spin down) (hartree) = 0.15200 / 0.14596
- ⟨S²⟩ = 0.76


No. 2
Here is 4 unconnected molecules or ions with the total composition C18H45IN3O6 from OMol25. Energies are from ωB97M-V with the def2-TZVPD basis set.

Last column: Löwdin charge in e.
Cartesian coordinates (Å):
I -2.544106 1.410156 1.701045  -0.99
C -7.098847 -0.316821 -1.177487  -0.12
O -6.219120 -1.292124 -1.693830  -0.20
C -5.374202 -0.878127 -2.808542  -0.20
C -4.585299 -2.091544 -3.307379  -0.20
N -3.647848 -2.535888 -2.245483  -0.06
C -2.713358 -3.528139 -2.708844  -0.22
C -1.534883 -3.719965 -1.659977  -0.16
O -2.019112 -4.369791 -0.445523  -0.19
C -1.044394 -5.107233 0.165165  -0.17
H -7.715561 -0.841815 -0.448006  0.09
H -7.615645 0.227372 -1.967978  0.07
H -6.509896 0.423629 -0.636224  0.09
H -4.632204 -0.131447 -2.525668  0.12
H -6.012711 -0.482606 -3.598450  0.11
H -4.012692 -1.723407 -4.158670  0.10
H -5.280833 -2.860380 -3.643893  0.12
H -3.089644 -1.757762 -1.924480  0.11
H -2.295799 -3.123288 -3.630716  0.10
H -3.116693 -4.480294 -3.053536  0.11
H -1.177805 -2.716311 -1.429197  0.12
H -0.691872 -4.262127 -2.088341  0.11
H -0.297471 -4.376206 0.474659  0.09
H -0.597088 -5.847033 -0.498712  0.08
H -1.519059 -5.630724 0.995077  0.09
C 1.376842 3.881674 8.092275  -0.13
O 0.455077 2.991155 8.693803  -0.19
C 0.103973 1.884632 7.887730  -0.20
C 1.296769 1.106554 7.256310  -0.23
N 0.833055 -0.057423 6.519000  -0.03
C 1.922641 -1.057453 6.242502  -0.19
C 2.894785 -0.665302 5.152829  -0.23
O 3.631016 0.490849 5.578371  -0.19
C 4.573966 0.832837 4.585028  -0.13
H 2.352201 3.493404 7.799007  0.08
H 1.693910 4.644853 8.803000  0.08
H 0.838985 4.484562 7.360597  0.09
H -0.451847 2.313118 7.053719  0.12
H -0.660033 1.262162 8.353481  0.12
H 1.979456 0.810628 8.052840  0.12
H 1.940823 1.765125 6.673575  0.09
H 0.599433 0.261778 5.589682  0.11
H 1.472391 -1.983382 5.884692  0.11
H 2.477477 -1.279901 7.153966  0.11
H 2.351170 -0.593233 4.210820  0.13
H 3.629084 -1.457286 5.005641  0.11
H 5.376393 0.103589 4.473597  0.08
H 5.041854 1.797751 4.780284  0.08
H 4.153180 1.001065 3.593695  0.09
C 4.084192 -1.448821 -2.586543  -0.10
O 3.451067 -0.654104 -3.615868  -0.19
C 3.305615 0.693390 -3.168962  -0.20
C 2.372512 1.490244 -4.187468  -0.21
N 0.990154 1.160604 -4.037056  -0.07
C 0.168915 2.078134 -4.865729  -0.19
C 0.222235 1.754981 -6.379111  -0.20
O -0.483870 2.646177 -7.268620  -0.18
C 0.108327 3.929949 -7.320210  -0.12
H 4.144156 -2.510830 -2.824543  0.08
H 3.532989 -1.393875 -1.647789  0.09
H 5.122990 -1.135669 -2.482031  0.08
H 4.292811 1.126473 -3.007772  0.11
H 2.728570 0.792942 -2.249606  0.11
H 2.682813 1.236317 -5.201049  0.11
H 2.472535 2.552139 -3.962794  0.11
H 0.687714 1.207687 -3.074551  0.11
H 0.522163 3.083319 -4.635697  0.09
H -0.897023 2.049826 -4.639747  0.12
H -0.125153 0.725289 -6.463810  0.12
H 1.244401 1.697491 -6.753215  0.10
H -0.529215 4.610210 -7.884907  0.08
H 1.038434 3.943628 -7.888378  0.08
H 0.326211 4.344618 -6.336000  0.08

Cartesian forces (eV/Å) of the 6 atoms listed first:
0.0977 -0.0011 -0.0845
1.3250 0.1326 0.1684
0.7566 -0.1399 -1.3153
-0.6874 -1.0163 1.1129
0.3624 0.8365 1.2512
-1.3269 -0.7351 -0.3218

## Properties
- spin multiplicity = 1
- relative energy (zero: lowest compared OMol25 entry of this formula, charge and spin) (kcal/mol) = 43.7
- Kohn-Sham gap (eV) = 5.77
- total charge = -1
- LUMO energy (hartree) = 0.08233


No. 3
Here is 2 unconnected molecules or ions with the total composition C5H7NOS2 from OMol25. Energies are from ωB97M-V with the def2-TZVPD basis set.

Last column: Löwdin charge in e.
Cartesian coordinates (Å):
C 2.952151 -0.886472 0.487407  -0.20
C 2.653774 0.525624 0.595772  -0.23
C 1.807222 -1.586450 0.249301  -0.48
C 1.356804 0.852162 0.445579  -0.35
C -2.791089 0.724174 -1.743974  -0.22
N -2.258834 0.962556 0.851988  -0.20
O -3.731378 -1.100485 0.002978  -0.39
S 0.399778 -0.647214 0.166649  0.93
S -2.787553 0.041325 -0.250974  0.71
H 3.949249 -1.412030 0.778060  0.13
H 3.539564 1.271691 0.463539  0.13
H 1.561447 -2.648733 0.162901  0.06
H -1.931140 1.475884 -1.798820  0.06
H -2.881302 0.078762 -2.635829  0.04
H -2.556177 0.641477 1.676638  -0.04
H 0.717486 1.707729 0.548786  0.05

Cartesian forces (eV/Å) of the 6 atoms listed first:
0.6914 -0.9997 0.8922
2.8444 1.1710 -1.1552
-0.3226 -1.0336 0.0017
-1.7635 -1.8926 -0.0596
2.3659 0.0186 0.1770
1.1867 0.5579 -4.9558

## Properties
- spin multiplicity = 1
- SMILES = C=S(=N)=O.c1ccsc1
- relative energy (zero: lowest compared OMol25 entry of this formula, charge and spin) (kcal/mol) = 90.1
- Kohn-Sham gap (eV) = 8.38
- total charge = 0
- LUMO energy (hartree) = -0.02445


No. 4
Here is C4H4F2N2 in the gas phase from OMol25. Energies are from ωB97M-V with the def2-TZVPD basis set.

Last column: Löwdin charge in e.
Cartesian coordinates (Å):
C 0.069195 0.143628 -0.251399  -0.27
C 0.632369 0.073827 -1.578143  -0.07
C 1.206090 -0.061564 -2.623089  0.13
C 0.303899 -1.016163 0.768016  -0.31
H -1.589884 0.517181 1.589216  0.09
H -1.569014 2.154184 1.344349  0.09
H 1.615664 -0.158526 -3.597121  0.03
H 0.833818 -0.702839 1.677235  0.16
N -0.998639 1.311597 1.322952  0.02
N -0.461350 1.235021 0.075370  0.02
F 0.920944 -2.039290 0.158526  0.08
F -0.963092 -1.457057 1.114088  0.02

Cartesian forces (eV/Å) of the 6 atoms listed first:
1.5292 -1.0756 -0.1757
0.3844 -0.5052 0.4130
-0.3770 0.0720 0.0251
-1.1700 0.8085 -1.4053
0.4949 0.2023 -0.1406
0.2857 -0.2268 0.1924

## Properties
- spin multiplicity = 1
- SMILES = C#C/C(=N/N)C(F)F
- relative energy (zero: lowest compared OMol25 entry of this formula, charge and spin) (kcal/mol) = 67.1
- Kohn-Sham gap (eV) = 9.75
- total charge = 0
- LUMO energy (hartree) = 0.02111